No. 1
C5H10 | ωB97M-V/def2-TZVPD

Values from the calculation:
Frontier orbital gap in eV: 9.921
DFT total energy in a.u.: -196.441089
Relative energy (zero: lowest compared OMol25 entry of this formula, charge and spin) in eV: 1.832
F_max in eV/Å: 4.5
SMILES: C/C=C/CC
HOMO energy in eV: -8.67

Cartesian coordinates (Å):
C (2.422, 0.459, 1.077)
C (1.073, -0.185, 0.763)
C (0.182, 0.184, -0.233)
C (-1.030, -0.609, -0.357)
C (-2.263, -0.048, -1.116)
H (3.148, -0.073, 1.673)
H (2.986, 0.734, 0.214)
H (2.271, 1.494, 1.427)
H (0.905, -1.066, 1.318)
H (0.327, 1.026, -0.823)
H (-1.300, -0.645, 0.783)
H (-0.971, -1.631, -0.723)
H (-3.224, -0.689, -1.255)
H (-2.639, 0.840, -0.585)
H (-1.888, 0.209, -2.163)


No. 2
C21H25CeNO3P2 | ωB97M-V/def2-TZVPD

Values from the calculation:
Frontier orbital gap (alpha / beta) in eV: 7.844 / 7.917
Spin multiplicity: 2
DFT total energy in a.u.: -2253.404326
Relative energy (zero: lowest compared OMol25 entry of this formula, charge and spin) in eV: 0.693
F_max in eV/Å: 3.5
Net charge: +1
HOMO energy (alpha / beta) in eV: -10.72 / -10.71

Cartesian coordinates (Å):
C (-1.317, 3.392, -1.558)
C (-1.139, 2.056, -1.195)
C (0.194, 1.572, -1.124)
C (1.272, 2.359, -1.515)
C (1.071, 3.691, -1.868)
C (-0.225, 4.207, -1.873)
C (2.673, 1.785, -1.338)
C (2.686, 0.269, -1.492)
C (1.536, -0.429, -1.145)
C (1.460, -1.840, -1.267)
C (2.631, -2.514, -1.612)
C (3.827, -1.822, -1.827)
C (3.857, -0.428, -1.782)
H (-2.330, 3.797, -1.599)
H (1.938, 4.303, -2.126)
H (-0.388, 5.251, -2.137)
H (3.328, 2.218, -2.103)
H (2.604, -3.602, -1.711)
H (4.740, -2.374, -2.046)
H (4.775, 0.137, -1.964)
N (0.494, 0.316, -0.520)
Ce (0.196, 0.094, 1.570)
C (-2.322, 1.156, -0.882)
H (-2.265, 0.228, -1.477)
H (-3.262, 1.675, -1.119)
C (0.161, -2.579, -1.024)
H (-0.641, -2.180, -1.668)
H (0.291, -3.650, -1.232)
P (-2.488, 0.591, 0.892)
P (-0.508, -2.488, 0.715)
C (0.632, -3.625, 1.573)
H (1.065, -3.121, 2.448)
H (0.060, -4.501, 1.903)
H (1.444, -3.941, 0.908)
C (-2.044, -3.448, 0.592)
H (-1.903, -4.416, 1.089)
H (-2.853, -2.900, 1.092)
H (-2.322, -3.607, -0.459)
C (-2.951, 2.142, 1.729)
H (-4.044, 2.194, 1.812)
H (-2.508, 2.142, 2.735)
H (-2.578, 3.016, 1.184)
C (-4.060, -0.320, 0.879)
H (-4.169, -0.835, 1.844)
H (-4.897, 0.379, 0.747)
H (-4.071, -1.075, 0.082)
C (3.148, 2.118, -0.002)
O (2.631, 1.794, 1.061)
H (4.030, 2.700, -0.307)
O (-0.095, 0.957, 3.834)
C (0.638, 0.025, 4.319)
O (1.226, -0.828, 3.560)
H (0.773, -0.043, 5.404)


No. 3
C4H14N2O2 | ωB97M-V/def2-TZVPD

Values from the calculation:
Frontier orbital gap in eV: 3.655
DFT total energy in a.u.: -420.515551
Relative energy (zero: lowest compared OMol25 entry of this formula, charge and spin) in eV: 7.879
F_max in eV/Å: 3.1
HOMO energy in eV: -8.07

Cartesian coordinates (Å):
C (-0.455, 0.107, 2.118)
C (-0.715, -0.066, 0.619)
C (0.362, 0.548, -0.296)
N (1.400, -2.095, 0.782)
C (1.820, -1.430, -0.406)
N (1.708, 0.026, -0.171)
H (-0.403, 1.159, 2.390)
H (0.436, -0.474, 2.419)
H (-1.282, -0.227, 2.745)
H (-1.611, 0.503, 0.389)
H (-0.850, -1.137, 0.471)
H (0.067, 0.258, -1.328)
H (0.373, 1.583, 0.024)
H (2.251, -2.027, 1.367)
H (1.000, -1.637, -1.110)
H (2.831, -1.677, -0.746)
H (-1.714, 1.314, -1.809)
H (-2.117, -0.507, -2.779)
O (-1.727, 0.071, -2.125)
H (2.109, 0.401, 0.693)
H (-1.933, 2.990, -1.906)
O (-1.553, 2.317, -1.340)


No. 4
C3H3Cl3O | ωB97M-V/def2-TZVPD

Values from the calculation:
Frontier orbital gap in eV: 9.815
DFT total energy in a.u.: -1571.862708
Relative energy (zero: lowest compared OMol25 entry of this formula, charge and spin) in eV: 1.419
F_max in eV/Å: 4.8
HOMO energy in eV: -9.28

Cartesian coordinates (Å):
C (0.295, -0.612, -0.218)
C (1.475, -0.033, 0.365)
C (-1.401, 0.356, -0.226)
O (0.020, -1.703, -0.523)
Cl (-1.335, 1.220, -1.794)
Cl (-2.732, -0.812, -0.276)
Cl (-1.456, 1.406, 1.076)
H (2.217, -0.938, 0.527)
H (0.995, 0.406, 1.364)
H (1.919, 0.708, -0.296)